# C6H10O

A structure of composition C6H10O (wB97M-V/def2-TZVPD, the Open Molecules 2025 dataset).

Geometry as XYZ:
```
17
C6H10O (wB97M-V/def2-TZVPD)
C -1.507 0.515 -0.049
C -0.069 0.754 0.274
C 1.460 0.873 0.083
C 1.893 -0.472 0.643
C 0.698 -1.514 0.744
C -0.325 -0.621 -0.214
H -1.837 1.611 -1.742
H -2.321 0.821 0.738
H -0.092 0.748 1.399
H 1.935 1.576 0.698
H 1.570 0.641 -1.015
H 2.323 -0.403 1.523
H 2.765 -0.783 0.017
H 0.681 -2.576 0.255
H 0.001 -1.678 1.581
H -0.154 -0.839 -1.347
O -2.223 0.459 -1.373
```

Values from the calculation:
Gap between HOMO and LUMO = 9.28 eV
Total charge = 0
Largest force on an atom = 0.152 Eh/bohr
LUMO = 0.58 eV
Energy above the lowest of the compared OMol25 structures with the same formula, charge and spin = 6.860 eV

Here are the Mulliken charges for atoms 1 to 5, given in e: -0.35, 0.31, -0.78, -0.64, -0.69

---

# C6H10O

The molecule C6H10O (wB97M-V/def2-TZVPD, the Open Molecules 2025 dataset).

Geometry as XYZ:
```
17
C6H10O (wB97M-V/def2-TZVPD)
C -1.901 0.222 1.168
C -0.720 0.612 0.290
C 0.753 0.492 0.770
C 1.113 0.074 -0.660
O 2.043 0.747 -1.441
C 0.684 -1.332 -0.846
C -0.358 -0.213 -0.987
H -1.942 0.779 2.115
H -1.854 -0.849 1.388
H -2.847 0.426 0.646
H -0.842 1.669 -0.001
H 0.844 -0.342 1.481
H 1.282 1.376 1.146
H 2.904 0.329 -1.310
H 1.033 -1.709 -1.810
H 0.775 -2.078 -0.049
H -0.966 -0.203 -1.901
```

Values from the calculation:
Gap between HOMO and LUMO = 10.29 eV
Total charge = 0
Largest force on an atom = 0.014 Eh/bohr
LUMO = 0.90 eV
Energy above the lowest of the compared OMol25 structures with the same formula, charge and spin = 1.751 eV
SMILES = C[C@H]1C[C@@]2(O)C[C@@H]12

Here are the Mulliken charges for atoms 1 to 5, given in e: -1.42, 0.44, -0.88, 0.62, -0.51

---

# C6H10O

The molecule C6H10O (wB97M-V/def2-TZVPD, the Open Molecules 2025 dataset).

Geometry as XYZ:
```
17
C6H10O (wB97M-V/def2-TZVPD)
C -2.394 0.081 0.016
C -0.890 0.112 0.078
C -0.291 1.088 1.010
C -0.026 -0.400 -0.811
C 1.275 -0.982 -0.324
C 2.579 -0.238 -0.393
O 2.697 0.951 -0.571
H -2.917 1.027 0.216
H -2.731 -0.626 0.792
H -2.718 -0.310 -0.949
H -0.253 1.614 -0.055
H 0.776 1.143 1.183
H -0.828 1.210 1.973
H -0.313 -0.583 -1.834
H 1.398 -1.936 -0.848
H 1.162 -1.270 0.737
H 3.474 -0.879 -0.219
```

Values from the calculation:
Gap between HOMO and LUMO = 8.99 eV
Total charge = 0
Largest force on an atom = 0.073 Eh/bohr
LUMO = 0.87 eV
Energy above the lowest of the compared OMol25 structures with the same formula, charge and spin = 2.801 eV
SMILES = CC(C)=CCC=O

Here are the Mulliken charges for atoms 1 to 5, given in e: -1.30, 0.55, -1.09, -0.37, -0.74

---

# C6H10O

The molecule C6H10O (wB97M-V/def2-TZVPD, the Open Molecules 2025 dataset).

Geometry as XYZ:
```
17
C6H10O (wB97M-V/def2-TZVPD)
C -1.702 -0.003 -1.120
O -0.798 -0.762 -0.353
C 0.415 -0.167 0.313
C 1.602 -0.942 -0.259
C 0.224 -0.419 1.809
C 0.447 1.251 -0.022
C -0.066 2.186 -0.596
H -1.742 -0.339 -2.165
H -2.708 0.025 -0.679
H -1.367 1.046 -1.162
H 1.360 -2.005 -0.186
H 2.541 -0.762 0.279
H 1.743 -0.685 -1.313
H 1.126 -0.228 2.403
H -0.053 -1.469 1.923
H -0.585 0.207 2.194
H -0.438 3.066 -1.065
```

Values from the calculation:
Gap between HOMO and LUMO = 10.65 eV
Total charge = 0
Largest force on an atom = 0.026 Eh/bohr
LUMO = 0.97 eV
Energy above the lowest of the compared OMol25 structures with the same formula, charge and spin = 2.745 eV
SMILES = C#CC(C)(C)OC

Here are the Mulliken charges for atoms 1 to 5, given in e: -0.50, -0.36, 1.81, -1.50, -1.49

---

# C6H10O

The molecule C6H10O (wB97M-V/def2-TZVPD, the Open Molecules 2025 dataset).

Geometry as XYZ:
```
17
C6H10O (wB97M-V/def2-TZVPD)
C -1.993 -0.321 -0.725
O -0.853 -0.997 -0.228
C 0.253 -0.171 0.198
C 1.522 -0.798 -0.376
C 0.256 -0.200 1.740
C 0.209 1.228 -0.330
C 0.481 2.240 -0.928
H -1.725 0.301 -1.585
H -2.680 -1.104 -1.060
H -2.508 0.290 0.032
H 1.446 -1.878 -0.255
H 2.415 -0.400 0.120
H 1.628 -0.559 -1.441
H 1.166 0.251 2.151
H 0.206 -1.251 2.041
H -0.611 0.308 2.181
H 0.787 3.063 -1.538
```

Values from the calculation:
Gap between HOMO and LUMO = 10.66 eV
Total charge = 0
Largest force on an atom = 0.015 Eh/bohr
LUMO = 1.00 eV
Energy above the lowest of the compared OMol25 structures with the same formula, charge and spin = 2.142 eV
SMILES = C#CC(C)(C)OC

Here are the Mulliken charges for atoms 1 to 5, given in e: -0.70, -0.39, 1.79, -1.57, -1.44

---

# C6H10O

A cluster of 3 separate species, C6H10O in total (wB97M-V/def2-TZVPD, the Open Molecules 2025 dataset).

Geometry as XYZ:
```
17
C6H10O (wB97M-V/def2-TZVPD)
C -0.990 0.267 0.838
C 0.831 -1.269 -1.417
C -1.627 0.072 -0.339
C 1.204 0.687 0.650
C -2.589 0.268 -1.194
C 1.935 0.486 1.758
O -0.368 -1.090 -1.679
H -0.883 -0.582 1.505
H -1.131 1.219 1.332
H 1.280 1.620 0.105
H 1.166 -2.158 -0.859
H 1.616 -0.677 -1.908
H 1.039 -0.189 -0.066
H -3.618 0.342 -0.867
H -2.410 0.251 -2.260
H 2.658 1.210 2.096
H 1.888 -0.456 2.306
```

Values from the calculation:
Gap between HOMO and LUMO = 8.37 eV
Total charge = 0
Largest force on an atom = 0.061 Eh/bohr
LUMO = 0.44 eV
Energy above the lowest of the compared OMol25 structures with the same formula, charge and spin = 5.852 eV
SMILES = C=C=C.C=C.C=O

Here are the Mulliken charges for atoms 1 to 5, given in e: -1.04, -0.40, 0.73, 0.02, -0.77

---

# C6H10O

A structure of composition C6H10O (wB97M-V/def2-TZVPD, the Open Molecules 2025 dataset).

Geometry as XYZ:
```
17
C6H10O (wB97M-V/def2-TZVPD)
C -2.046 0.390 -0.058
C -0.583 0.174 0.085
C 0.153 -0.598 1.056
C 1.312 -0.652 -0.073
C 1.621 0.873 -0.032
C 0.116 -0.684 -0.985
H -2.445 1.166 0.715
H -2.215 0.696 -1.106
H -2.479 -0.631 0.248
H 0.335 0.046 2.008
H -0.191 -1.626 1.297
H 2.039 -1.417 -0.032
H 2.115 1.332 0.878
H 2.148 1.369 -0.968
H -0.262 -1.687 -0.976
H 0.129 -0.213 -2.037
O 0.252 1.461 -0.019
```

Values from the calculation:
Gap between HOMO and LUMO = 10.33 eV
Total charge = 0
Largest force on an atom = 0.084 Eh/bohr
LUMO = 0.99 eV
Energy above the lowest of the compared OMol25 structures with the same formula, charge and spin = 2.027 eV

Here are the Mulliken charges for atoms 1 to 5, given in e: -1.30, 0.65, -0.58, -0.34, -0.56

---

# C6H10O

A cluster of 2 separate species, C6H10O in total (wB97M-V/def2-TZVPD, the Open Molecules 2025 dataset).

Geometry as XYZ:
```
17
C6H10O (wB97M-V/def2-TZVPD)
C -2.064 -0.553 0.267
C -0.848 -0.031 -0.472
O -0.523 1.293 0.058
C 0.788 1.526 0.113
C 1.497 0.215 -0.030
C 1.080 -0.775 1.027
C 0.437 -0.818 -0.326
H -2.895 0.154 0.185
H -1.839 -0.706 1.328
H -2.379 -1.511 -0.160
H -1.073 0.108 -1.540
H 1.211 2.098 -1.524
H 1.189 2.442 -0.632
H 2.500 0.179 -0.441
H 0.507 -0.414 1.880
H 1.796 -1.556 1.263
H 0.616 -1.652 -0.997
```

Values from the calculation:
Gap between HOMO and LUMO = 8.79 eV
Total charge = 0
Largest force on an atom = 0.006 Eh/bohr
LUMO = 0.84 eV
Energy above the lowest of the compared OMol25 structures with the same formula, charge and spin = 4.346 eV

Here are the Mulliken charges for atoms 1 to 5, given in e: -1.27, 0.13, -0.30, -0.25, -0.16

---

# C6H10O

A structure of composition C6H10O (wB97M-V/def2-TZVPD, the Open Molecules 2025 dataset).

Geometry as XYZ:
```
17
C6H10O (wB97M-V/def2-TZVPD)
C 0.097 -2.038 1.136
C 0.580 -0.780 0.425
C -0.072 -0.473 -0.962
C -0.178 0.989 -0.490
C -0.213 2.202 -1.278
O -1.086 2.597 -0.308
C 0.064 0.598 0.920
H -0.999 -2.081 1.146
H 0.460 -2.945 0.635
H 0.445 -2.071 2.175
H 1.676 -0.774 0.377
H 0.573 -0.611 -1.848
H -0.999 -1.023 -1.121
H 0.706 2.734 -1.532
H -0.771 1.946 -2.198
H -0.930 0.460 1.376
H 0.647 1.270 1.547
```

Values from the calculation:
Gap between HOMO and LUMO (spin up / spin down) = 9.41 / 9.41 eV
Total charge = 0
Largest force on an atom = 0.025 Eh/bohr
LUMO (spin up / spin down) = 0.46 / 0.46 eV
Energy above the lowest of the compared OMol25 structures with the same formula, charge and spin = 3.601 eV

Here are the Mulliken charges for atoms 1 to 5, given in e: -1.51, 0.49, -0.86, 0.28, -0.23

---

# C6H10O

A cluster of 2 separate species, C6H10O in total (wB97M-V/def2-TZVPD, the Open Molecules 2025 dataset).

Geometry as XYZ:
```
17
C6H10O (wB97M-V/def2-TZVPD)
O 1.241 -1.329 1.674
C 1.586 -1.088 0.539
C 1.492 0.281 -0.105
C 0.429 1.179 0.541
C -0.853 1.233 -0.243
C -0.537 -1.998 -0.991
C -2.069 0.974 0.239
H 2.078 -1.860 -0.082
H 2.493 0.724 -0.007
H 1.314 0.142 -1.177
H 0.817 2.202 0.630
H 0.236 0.817 1.557
H -0.760 1.564 -1.280
H -1.196 -1.927 -1.880
H -1.090 -2.689 -0.318
H -2.961 1.103 -0.369
H -2.217 0.673 1.274
```

Values from the calculation:
Gap between HOMO and LUMO (spin up / spin down) = 8.33 / 8.33 eV
Total charge = 0
Largest force on an atom = 0.011 Eh/bohr
LUMO (spin up / spin down) = -1.11 / -1.09 eV
Energy above the lowest of the compared OMol25 structures with the same formula, charge and spin = 5.322 eV

Here are the Mulliken charges for atoms 1 to 5, given in e: -0.52, -0.10, -0.62, -0.37, -0.16

---

# C6H10O

A cluster of 2 separate species, C6H10O in total (wB97M-V/def2-TZVPD, the Open Molecules 2025 dataset).

Geometry as XYZ:
```
17
C6H10O (wB97M-V/def2-TZVPD)
C 1.786 0.048 -0.951
C 1.980 1.404 -0.829
C 1.387 -0.772 1.509
C 1.164 -0.850 0.131
C 0.142 -1.818 -0.558
C -0.987 -2.224 0.067
H 1.831 -0.338 -1.951
H 2.204 2.006 -1.714
H 1.667 2.052 0.002
H 0.654 -1.436 2.101
H 1.839 0.080 1.865
H 0.707 -2.132 -1.453
H -1.773 -2.652 -0.539
H -0.908 -2.240 1.183
H -3.745 3.471 -0.230
H -3.752 2.318 0.839
O -4.197 3.082 0.528
```

Values from the calculation:
Gap between HOMO and LUMO = 8.86 eV
Total charge = 0
Largest force on an atom = 0.116 Eh/bohr
LUMO = 0.09 eV
Energy above the lowest of the compared OMol25 structures with the same formula, charge and spin = 3.322 eV
SMILES = C=CC(=C)C=C.O

Here are the Mulliken charges for atoms 1 to 5, given in e: -0.31, -0.73, -0.72, 0.63, -0.22

---

# C6H10O

The molecule C6H10O (wB97M-V/def2-TZVPD, the Open Molecules 2025 dataset).

Geometry as XYZ:
```
17
C6H10O (wB97M-V/def2-TZVPD)
C -0.818 1.993 -1.142
C 0.103 0.773 -1.288
C 0.348 0.223 0.149
C -0.885 0.261 0.867
C -0.060 -1.211 0.465
C 0.782 -2.166 1.333
O 1.967 -2.224 0.762
H -1.509 2.305 -1.931
H -1.434 1.877 -0.206
H -0.175 2.860 -0.932
H -0.231 -0.031 -1.952
H 1.039 1.045 -1.741
H 1.390 0.436 0.392
H -0.787 0.629 1.898
H -0.685 -1.735 -0.252
H 0.230 -3.123 1.161
H 0.727 -1.913 2.416
```

Values from the calculation:
Gap between HOMO and LUMO = 5.84 eV
Total charge = 0
Largest force on an atom = 0.090 Eh/bohr
LUMO = -2.98 eV
Energy above the lowest of the compared OMol25 structures with the same formula, charge and spin = 7.778 eV

Here are the Mulliken charges for atoms 1 to 5, given in e: -0.89, -0.71, 0.37, -0.61, -0.36